Entry from OMol25: a molecular structure, C32H39NO2PdS2Si (ωB97M-V/def2-TZVPD).

XYZ file:
```
78
Properties=species:S:1:pos:R:3:forces:R:3:lowdin_charge:R:1
Pd 0.680 -0.361 -0.149 -0.113 -0.003 -0.006 0.72
C -1.433 5.533 2.494 -0.043 0.004 0.007 -0.21
Si -2.374 4.823 1.029 0.048 0.007 -0.049 0.47
C -4.186 5.278 1.389 -0.009 -0.011 0.024 -0.21
C -1.978 5.749 -0.559 -0.004 0.013 0.013 -0.20
C -2.315 2.965 0.862 -0.001 -0.009 0.017 -0.29
C -3.453 2.191 0.980 -0.012 -0.001 -0.009 -0.12
C -3.394 0.810 0.803 0.012 -0.007 0.004 -0.10
C -2.164 0.264 0.502 -0.002 0.012 -0.003 -0.16
N -1.036 0.972 0.394 0.007 0.027 -0.029 -0.05
C -1.071 2.319 0.569 0.044 0.008 -0.008 -0.80
S 0.360 3.258 0.419 -0.047 -0.053 0.017 0.51
H -1.617 6.611 2.563 0.010 -0.001 0.016 0.02
H -0.366 5.349 2.399 0.002 -0.010 -0.020 -0.01
H -1.785 5.070 3.420 0.008 0.007 0.005 0.02
H -4.275 6.362 1.504 -0.001 0.000 0.002 0.01
H -4.543 4.815 2.314 -0.009 0.010 -0.001 0.02
H -4.856 4.973 0.580 0.004 -0.005 -0.007 0.02
H -2.189 6.817 -0.439 -0.001 -0.002 0.001 0.01
H -2.600 5.369 -1.373 0.001 0.001 -0.004 0.03
H -0.934 5.612 -0.835 0.000 -0.011 0.007 -0.01
H -4.407 2.660 1.201 0.003 0.002 0.001 0.08
H -4.270 0.179 0.878 -0.005 0.006 -0.003 0.08
H -2.056 -0.797 0.310 -0.006 -0.003 0.009 0.09
O 1.071 -1.471 2.978 0.033 -0.015 -0.007 -0.55
S 2.065 -0.394 2.695 0.013 0.017 0.001 0.95
C 3.656 -1.147 3.130 -0.008 -0.002 0.023 -0.35
C 4.837 -0.420 3.060 -0.018 0.001 0.001 -0.08
C 6.038 -1.028 3.392 0.006 0.002 0.006 -0.10
C 6.060 -2.357 3.799 -0.002 -0.006 0.001 -0.12
C 4.875 -3.074 3.874 -0.002 0.001 0.006 -0.10
C 3.668 -2.469 3.543 0.004 -0.002 0.009 -0.08
C 2.381 -0.267 0.940 0.055 -0.002 0.001 -0.60
C 2.434 -1.448 0.104 -0.010 0.000 -0.077 -0.26
C 3.352 -1.449 -1.000 0.027 0.004 0.005 -0.12
C 4.101 -0.354 -1.306 -0.012 0.019 0.021 -0.15
C 3.993 0.832 -0.518 0.002 -0.018 -0.016 -0.13
C 3.175 0.878 0.567 -0.020 0.000 0.010 -0.18
H 4.815 0.609 2.723 0.012 -0.006 0.004 0.10
H 6.962 -0.465 3.325 0.000 0.000 -0.001 0.09
H 7.000 -2.831 4.056 0.003 0.003 -0.002 0.09
H 4.889 -4.112 4.188 -0.002 -0.001 -0.001 0.09
H 2.723 -2.996 3.589 -0.001 -0.001 -0.006 0.10
H 2.144 -2.409 0.521 -0.012 0.009 0.029 0.09
H 3.434 -2.349 -1.600 0.000 0.000 -0.001 0.09
H 4.759 -0.367 -2.168 0.002 -0.003 0.000 0.08
H 4.538 1.722 -0.812 0.002 0.000 -0.002 0.09
H 3.062 1.789 1.144 0.001 0.003 -0.007 0.08
C 1.277 1.141 -3.137 -0.023 -0.026 -0.050 -0.07
C -0.013 0.769 -3.876 0.039 0.019 0.026 -0.37
C -1.234 1.408 -3.209 -0.006 -0.011 0.001 -0.07
C -0.132 -0.734 -4.051 -0.013 0.000 0.002 -0.14
C 0.089 -1.276 -5.308 0.004 -0.008 -0.017 -0.09
C 0.004 -2.640 -5.565 0.003 0.012 -0.002 -0.15
C -0.334 -3.477 -4.509 -0.001 0.002 0.029 -0.09
C -0.567 -2.993 -3.230 -0.013 -0.018 -0.037 -0.15
C -0.977 -3.965 -2.140 -0.004 0.003 -0.009 -0.38
C -2.386 -3.669 -1.618 0.003 -0.003 0.002 -0.07
C 0.024 -4.025 -0.986 0.008 0.014 0.001 -0.07
C -0.455 -1.593 -2.950 -0.012 0.001 0.015 -0.32
O -0.688 -1.138 -1.762 0.025 -0.015 0.021 -0.19
H 1.282 2.196 -2.850 0.016 -0.003 -0.001 0.07
H 2.154 0.931 -3.755 -0.009 -0.009 -0.006 0.07
H 1.370 0.552 -2.223 0.042 0.069 0.063 0.04
H 0.057 1.188 -4.889 -0.019 -0.012 -0.009 0.11
H -1.324 1.077 -2.177 -0.004 0.005 -0.014 0.05
H -2.152 1.133 -3.739 -0.002 0.002 0.003 0.07
H -1.138 2.497 -3.216 0.000 0.002 -0.001 0.07
H 0.336 -0.595 -6.121 0.002 -0.003 -0.002 0.09
H 0.185 -3.036 -6.557 0.002 0.003 -0.001 0.07
H -0.426 -4.548 -4.681 0.002 0.000 -0.002 0.09
H -1.002 -4.957 -2.610 0.002 -0.002 0.007 0.11
H -2.414 -2.663 -1.198 -0.002 0.001 -0.003 0.06
H -2.673 -4.387 -0.842 0.001 -0.003 -0.001 0.06
H -3.118 -3.724 -2.428 -0.003 0.004 0.001 0.07
H 0.073 -3.063 -0.477 0.002 -0.003 0.004 0.05
H 1.026 -4.262 -1.355 0.000 0.001 0.005 0.08
H -0.267 -4.793 -0.260 0.000 -0.004 -0.002 0.07
```
Positions in Å, forces in eV/Å.

total charge: -2
ΔE to the lowest compared entry with this formula, charge and spin: 0.5 kcal/mol

Entry from OMol25: a molecular structure, C28H40AsClN5O5SSiV in a non-equilibrium geometry (ωB97M-V/def2-TZVPD).

XYZ file:
```
83
Properties=species:S:1:pos:R:3:forces:R:3:lowdin_charge:R:1
V -0.277 0.363 0.063 1.647 -1.086 -1.880 0.63
C 2.053 3.929 4.083 0.109 0.017 -0.162 -0.10
C 2.641 3.881 2.675 -0.166 -0.067 0.155 -0.25
N 2.778 2.507 2.208 -0.087 0.206 -0.038 -0.01
C 1.686 1.838 1.729 -0.333 -0.390 0.130 -0.79
S 1.954 0.287 1.012 0.553 0.015 0.008 0.67
N 0.504 2.356 1.937 0.394 0.918 0.353 0.03
N -0.516 1.685 1.348 -0.455 0.988 1.141 -0.15
C -1.755 2.044 1.659 0.203 0.266 0.317 -0.26
C -2.011 3.132 2.652 -0.040 -0.238 -0.078 -0.01
C -2.749 1.390 0.878 0.028 -0.052 -0.130 -0.20
C -4.132 1.428 1.116 -0.151 -0.003 -0.034 -0.02
C -4.992 0.757 0.279 0.199 0.119 0.114 -0.08
C -4.465 0.090 -0.832 0.031 -0.029 -0.065 -0.06
C -3.099 0.090 -1.016 -0.375 -0.038 -0.130 -0.10
N -2.235 0.671 -0.176 -1.447 0.373 -0.149 0.01
H 2.033 4.955 4.455 0.000 0.007 0.026 0.06
H 2.643 3.310 4.760 0.023 0.033 0.051 0.07
H 1.038 3.540 4.054 -0.041 0.001 0.062 0.04
H 3.636 4.329 2.671 -0.004 -0.018 -0.055 0.11
H 1.994 4.442 1.993 0.075 0.011 -0.037 0.11
H 3.607 2.288 1.681 0.056 -0.044 0.070 0.10
H -1.425 2.959 3.555 -0.007 0.066 0.023 0.06
H -3.066 3.195 2.911 -0.013 0.032 0.008 0.06
H -1.688 4.084 2.225 0.032 0.028 0.063 0.09
H -4.512 1.964 1.974 0.021 0.009 0.006 0.10
H -6.057 0.756 0.472 -0.009 0.008 0.004 0.10
H -5.104 -0.433 -1.529 0.037 0.013 -0.053 0.10
H -2.685 -0.399 -1.887 0.100 -0.036 0.060 0.11
C 0.245 -0.138 3.935 -0.100 0.035 -0.424 -0.19
Si -0.699 -1.382 2.869 0.130 -0.233 0.783 0.45
C -2.480 -1.312 3.587 0.247 -0.108 -0.194 -0.17
C 0.147 -3.026 3.353 -0.303 0.186 -0.174 -0.17
N -0.747 -1.231 1.138 0.122 -0.528 0.410 -0.17
C -1.326 -2.222 0.404 -0.053 -0.259 -0.052 -0.30
C -2.125 -3.251 0.948 -0.041 0.002 -0.064 -0.05
C -2.775 -4.188 0.170 -0.046 -0.041 -0.045 -0.10
C -2.667 -4.145 -1.209 -0.007 0.006 0.047 -0.11
C -1.856 -3.176 -1.785 0.080 0.102 -0.155 -0.04
C -1.165 -2.264 -1.005 -0.385 -0.446 0.187 -0.19
O -0.321 -1.271 -1.543 -0.204 0.004 0.218 -0.09
C -0.118 -1.269 -2.915 -0.028 0.091 -0.605 -0.30
C 0.382 -2.386 -3.574 0.138 0.011 0.299 -0.06
C 0.556 -2.357 -4.948 -0.059 0.020 -0.016 -0.08
C 0.212 -1.226 -5.674 0.030 0.058 -0.053 -0.10
C -0.271 -0.108 -5.010 0.039 -0.057 -0.033 -0.07
C -0.426 -0.122 -3.633 -0.124 -0.047 0.292 -0.01
H 0.218 -0.492 4.970 -0.154 -0.113 -0.013 0.03
H -0.194 0.858 3.906 -0.006 0.052 0.025 0.01
H 1.287 -0.052 3.637 0.047 -0.012 0.009 0.00
H -2.600 -0.450 4.246 0.066 0.044 0.011 0.02
H -2.706 -2.208 4.173 -0.043 -0.026 0.017 0.02
H -3.225 -1.229 2.794 -0.018 -0.019 -0.020 0.02
H 0.131 -3.149 4.438 -0.002 0.020 0.047 0.02
H 1.190 -3.003 3.031 0.036 0.075 -0.014 0.03
H -0.317 -3.905 2.906 0.025 -0.038 -0.003 0.01
H -2.256 -3.288 2.019 -0.046 0.007 -0.008 0.07
H -3.387 -4.947 0.644 0.000 0.010 0.028 0.10
H -3.196 -4.849 -1.836 0.011 0.000 -0.022 0.09
H -1.779 -3.147 -2.861 0.029 0.047 -0.013 0.11
H 0.635 -3.269 -3.003 0.028 -0.001 0.006 0.13
H 0.957 -3.227 -5.452 -0.007 -0.012 0.008 0.10
H 0.332 -1.207 -6.749 0.019 -0.024 -0.003 0.10
H -0.527 0.786 -5.563 0.038 0.033 0.024 0.11
H -0.750 0.759 -3.099 -0.075 0.008 -0.065 0.10
O 0.336 4.016 -0.650 -0.217 0.008 0.252 -0.32
Cl 1.004 3.063 -1.475 0.222 1.187 -0.721 0.65
O 2.340 2.850 -1.019 0.226 -0.317 0.300 -0.37
O 1.031 3.510 -2.835 -0.087 -0.023 -0.300 -0.33
O 0.243 1.810 -1.477 -0.254 -0.717 0.478 -0.47
C 3.560 0.354 -3.981 -0.056 0.023 0.058 -0.32
As 2.919 -0.112 -2.158 0.701 -0.314 -0.474 1.09
C 3.454 -2.028 -2.282 -0.074 0.050 0.085 -0.32
C 4.589 0.423 -1.262 -0.055 0.082 0.068 -0.35
H 4.529 -0.103 -4.191 0.009 -0.014 0.046 0.01
H 3.655 1.439 -4.046 -0.025 0.003 0.014 0.02
H 2.843 0.030 -4.736 -0.048 -0.024 0.060 0.00
H 4.540 -2.137 -2.288 0.020 0.066 -0.019 0.01
H 3.051 -2.467 -3.193 -0.022 0.001 -0.012 -0.01
H 3.054 -2.571 -1.423 -0.005 -0.012 -0.008 0.02
H 5.468 0.127 -1.839 -0.071 -0.006 -0.086 0.01
H 4.622 -0.052 -0.284 -0.024 0.019 0.027 -0.01
H 4.581 1.503 -1.124 -0.004 0.032 0.019 0.00
```
Positions in Å, forces in eV/Å.

total charge: -1
multiplicity: 4
expectation value of S²: 3.78
ΔE to the lowest compared entry with this formula, charge and spin: 17.0 kcal/mol

Entry from OMol25: 2 unconnected molecules or ions with the total composition CHF3O in a non-equilibrium geometry (ωB97M-V/def2-TZVPD).

XYZ file:
```
6
Properties=species:S:1:pos:R:3:forces:R:3:lowdin_charge:R:1
C -0.034 0.845 0.231 1.216 0.990 -2.426 0.01
O 2.543 0.002 0.749 -0.470 0.272 2.493 -0.04
F -0.837 1.644 0.799 0.139 0.289 -0.462 0.14
F 0.477 1.501 -0.922 -1.594 -1.112 2.792 -0.02
F 3.324 -0.068 -0.366 0.442 -0.236 -1.626 -0.10
H 1.628 -0.228 0.501 0.267 -0.203 -0.771 0.01
```
Positions in Å, forces in eV/Å.

total charge: 0
ΔE to the lowest compared entry with this formula, charge and spin: 154.0 kcal/mol

Entry from OMol25: a molecular structure, C25H40BrF3IN2O19P2S in a non-equilibrium geometry (ωB97M-V/def2-TZVPD).

XYZ file:
```
94
Properties=species:S:1:pos:R:3:forces:R:3:lowdin_charge:R:1
C 1.581 3.628 3.508 -0.271 -1.401 0.213 -0.05
C 2.466 3.039 2.401 0.398 0.942 -0.411 -0.37
O 3.429 4.067 2.082 -0.246 -0.239 -0.366 -0.04
C 1.691 2.809 1.063 0.820 1.462 0.773 -0.14
O 0.393 2.196 1.203 0.696 -0.791 -1.182 -0.21
C 0.251 0.915 0.672 0.533 -0.179 1.551 -0.36
C 1.406 -0.041 1.113 -0.129 0.259 -0.702 -0.07
O 1.602 0.051 2.528 -0.916 0.034 -0.444 0.02
C 1.822 -1.164 3.102 0.484 0.694 -0.380 -0.75
F 2.789 -1.790 2.441 0.156 -0.615 0.014 0.20
F 2.171 -0.961 4.333 0.279 0.045 0.935 0.24
F 0.727 -1.929 3.090 -0.463 -0.306 -0.295 0.18
N -0.969 0.343 1.485 -0.347 0.771 -0.498 -0.30
I -1.401 1.566 3.179 -0.282 -0.315 0.438 1.30
C -2.187 0.081 0.647 -1.491 -0.460 -0.414 -0.72
C -3.119 1.303 0.480 0.330 0.540 0.224 -0.15
Br -3.260 -1.212 1.742 0.243 0.342 -0.060 0.90
C -1.776 -0.711 -0.642 -0.510 -1.769 0.564 -0.42
C -1.371 -2.207 -0.274 0.606 0.363 -1.639 -0.17
C -0.356 -2.807 -1.319 0.278 0.225 1.845 -0.24
O -0.361 -4.206 -1.105 -0.040 -0.167 -0.676 -0.05
P -3.176 -0.943 -1.890 -0.033 -0.149 -1.636 0.53
O -3.053 -2.187 -2.647 0.450 -0.498 0.306 -0.23
O -3.003 0.319 -2.913 -1.087 -0.334 1.715 -0.11
O -4.634 -0.890 -1.205 0.746 0.697 0.022 -0.14
O -0.680 -0.202 -1.393 0.158 0.584 1.250 -0.11
C 0.013 0.917 -0.873 -1.269 -0.659 -1.647 -0.43
N -0.739 2.121 -1.339 1.021 -1.474 1.037 0.12
C -0.097 3.095 -1.660 0.163 1.866 -0.381 -0.82
S 0.589 4.436 -2.066 -0.248 -0.280 0.005 0.84
P 1.647 0.927 -1.899 2.034 0.740 -0.580 0.98
O 1.176 0.892 -3.485 -0.507 -0.852 1.540 -0.24
O 2.381 -0.560 -1.716 -1.266 0.694 -0.363 -0.25
H 1.276 2.786 4.158 -0.025 0.417 -0.183 0.05
H 0.660 4.048 3.079 0.424 0.254 0.262 0.07
H 2.106 4.333 4.163 -0.049 -0.021 -0.539 0.09
H 3.062 2.167 2.712 -0.587 0.009 0.070 0.14
H 3.791 3.899 1.199 0.132 0.069 0.286 0.09
H 2.383 2.354 0.338 -0.624 -0.314 0.068 0.10
H 1.512 3.833 0.691 -0.160 -0.445 0.114 0.12
H 1.080 -1.052 0.818 0.505 0.236 -0.046 0.14
H 2.363 0.227 0.644 -0.431 -0.274 -0.111 0.13
H -0.734 -0.556 1.926 0.224 0.168 -0.181 0.05
H -3.755 1.282 -0.412 0.407 -0.347 0.144 0.08
H -2.550 2.248 0.436 -0.141 -0.410 -0.001 0.07
H -3.800 1.324 1.341 0.294 0.242 -0.302 0.04
H -2.241 -2.875 -0.338 0.296 0.240 0.467 0.10
H -0.852 -2.274 0.696 -0.526 0.003 -0.076 0.09
H -0.602 -2.536 -2.348 -0.089 -0.522 0.220 0.12
H 0.654 -2.436 -1.054 -0.355 0.123 -0.450 0.10
H -0.034 -4.412 -0.220 -0.080 0.118 -0.181 0.10
H -3.910 0.518 -3.210 0.362 0.259 -0.306 0.10
H -5.043 -1.770 -1.284 0.117 0.184 -0.055 0.11
H 0.607 0.113 -3.638 -0.146 0.341 -0.277 0.07
H 2.235 -1.090 -2.519 0.151 -0.182 0.358 0.07
C -0.577 1.522 -6.762 -0.358 0.125 -0.239 -0.02
C -0.157 0.158 -7.255 -0.257 0.654 0.289 -0.35
C 1.324 -0.086 -7.183 0.381 -0.210 0.187 -0.11
O 1.539 -1.019 -8.240 -0.294 0.131 -0.078 0.07
C 0.551 -0.813 -9.159 -0.038 -0.039 -0.242 -0.54
O 0.534 -1.284 -10.245 0.002 -0.006 0.059 0.18
O -0.411 0.015 -8.656 0.358 -0.344 0.056 0.09
H -0.269 1.679 -5.726 0.018 -0.055 -0.010 0.07
H -0.149 2.312 -7.381 0.143 -0.092 0.030 0.10
H -1.660 1.630 -6.823 0.019 -0.031 0.085 0.09
H -0.715 -0.624 -6.728 0.061 -0.058 -0.037 0.16
H 1.631 -0.511 -6.227 0.099 -0.135 -0.123 0.13
H 1.921 0.808 -7.382 -0.135 0.084 0.037 0.14
C -2.113 -9.745 -2.097 0.135 -0.239 0.356 -0.02
C -2.916 -8.616 -1.497 0.306 -0.533 -0.463 -0.33
C -2.676 -7.278 -2.145 -0.171 0.209 -0.297 -0.10
O -2.943 -6.369 -1.072 0.027 -0.169 0.208 0.05
C -2.692 -7.033 0.084 0.054 0.004 0.152 -0.56
O -2.627 -6.515 1.154 0.028 0.059 -0.062 0.15
O -2.516 -8.359 -0.142 -0.174 0.471 0.021 0.09
H -2.329 -9.858 -3.160 -0.055 0.045 0.028 0.09
H -1.044 -9.574 -1.966 -0.039 0.135 -0.077 0.09
H -2.346 -10.684 -1.593 -0.060 0.007 -0.083 0.09
H -3.980 -8.871 -1.493 -0.004 0.108 0.033 0.16
H -3.345 -7.091 -2.983 -0.056 0.154 0.126 0.14
H -1.644 -7.133 -2.475 0.020 -0.121 0.060 0.14
C 4.195 7.147 7.742 -0.006 0.232 -0.384 -0.02
C 2.743 6.816 7.992 0.761 0.157 0.070 -0.33
C 2.508 5.413 8.487 -0.061 -0.136 0.357 -0.10
O 1.189 5.137 8.002 0.028 0.139 -0.259 0.06
C 1.000 5.906 6.898 -0.083 0.072 -0.110 -0.56
O 0.090 5.786 6.142 0.045 -0.104 -0.010 0.15
O 1.992 6.824 6.769 -0.353 -0.301 0.159 0.09
H 4.788 7.020 8.648 -0.073 0.001 0.023 0.09
H 4.608 6.515 6.954 -0.050 -0.113 0.099 0.09
H 4.295 8.178 7.402 0.013 -0.001 0.103 0.09
H 2.298 7.554 8.666 -0.084 -0.080 -0.002 0.16
H 2.543 5.338 9.572 -0.197 -0.059 -0.035 0.14
H 3.197 4.681 8.057 0.065 0.120 -0.066 0.14
```
Positions in Å, forces in eV/Å.

total charge: +1
energy: -6767.72927 Eh